1.
A 2-piece molecular cluster, C5H9NO overall, computed with ωB97M-V/def2-TZVPD.

The spin multiplicity is 1. For the electronic energy, the calculation gives -8863.6806 eV. The gap between HOMO and LUMO is 9.9 eV. Its molar mass is 99.1 g/mol. Its total charge is 0. The value obtained for the energy relative to the best compared isomer or geometry (same formula, charge and spin) is 127.6 kcal per mole.

Element x y z (Å)
C  -1.1812  -0.2826  0.1142
C  0.1324  -0.0667  0.7460
O  0.5628  -0.7574  1.8592
C  0.1049  -0.4269  -0.7080
N  0.8802  0.7979  -1.1065
C  0.0781  1.9783  -0.8179
C  0.7554  1.2700  0.2973
H  -1.6017  -1.2558  0.3545
H  -0.7203  -3.1723  -0.1742
H  -1.9273  0.5005  0.0116
H  1.4841  -1.0073  1.7027
H  0.3098  -1.3363  -1.2561
H  0.0129  -3.0682  -0.0851
H  -0.9917  1.9371  -0.9930
H  0.5550  2.8948  -1.1584
H  1.5913  1.7140  0.8326



2.
A 2-piece molecular cluster, C5H9NO overall at a distorted geometry, computed with ωB97M-V/def2-TZVPD.

The spin multiplicity is 1. For the electronic energy, the calculation gives -8863.8520 eV. The gap between HOMO and LUMO (spin up / spin down) is 9.6 / 9.6 eV. Its molar mass is 99.1 g/mol. Its total charge is 0. The value obtained for the energy relative to the best compared isomer or geometry (same formula, charge and spin) is 123.6 kcal per mole.

Element x y z (Å)
C  -2.6502  -0.4802  0.6088
C  0.5525  -0.4879  -1.2842
C  0.9798  -0.5766  0.1777
C  -0.4533  -0.1905  -0.1930
C  1.9973  0.3327  0.7538
N  -1.5468  -0.7965  0.1245
O  -0.4531  1.9236  -0.2147
H  -3.5057  -1.1115  0.7020
H  -2.9764  0.5788  0.5880
H  0.8714  0.4446  -1.7991
H  0.3833  -1.3821  -1.8558
H  1.1522  -1.7230  0.4969
H  2.9372  -0.1062  0.5810
H  1.9036  0.3037  1.8829
H  1.7967  1.3591  0.4938
H  -0.9884  1.9120  -1.0625



3.
One molecule with the formula C5H9NO, computed with ωB97M-V/def2-TZVPD.

The spin multiplicity is 1. For the electronic energy, the calculation gives -8868.7044 eV. The gap between HOMO and LUMO is 10.3 eV. Its molar mass is 99.1 g/mol. Its total charge is 0. The value obtained for the energy relative to the best compared isomer or geometry (same formula, charge and spin) is 11.7 kcal per mole.

Element x y z (Å)
C  -1.3422  -1.0909  -0.2911
C  -1.6878  1.3113  0.4374
C  1.6177  -0.4560  -0.4737
C  -0.7108  0.2163  0.1078
N  2.8533  -0.3771  0.0835
C  0.6158  0.4490  0.1383
O  1.3920  -1.1705  -1.4385
H  3.0692  0.1613  0.9082
H  3.5809  -0.9358  -0.3427
H  1.0035  1.3979  0.4928
H  -1.1864  2.2546  0.6788
H  -0.6526  -1.9362  -0.2088
H  -1.7190  -1.0370  -1.3163
H  -2.1826  -1.3218  0.3739
H  -2.3272  1.4989  -0.4331
H  -2.3236  1.0361  1.2835



4.
One molecule with the formula C5H9NO, computed with ωB97M-V/def2-TZVPD.

The spin multiplicity is 1. For the electronic energy, the calculation gives -8868.2727 eV. The gap between HOMO and LUMO is 10.3 eV. Its molar mass is 99.1 g/mol. Its total charge is 0. The value obtained for the energy relative to the best compared isomer or geometry (same formula, charge and spin) is 21.7 kcal per mole.

Element x y z (Å)
C  -1.0417  -1.8673  0.8008
C  0.1913  -1.0383  0.4928
C  0.3269  -0.4067  -0.9174
N  0.5315  0.8785  -0.2595
C  0.5319  2.2240  -0.7676
C  0.2362  0.4171  0.9949
O  0.0568  0.9928  2.0422
H  -1.9614  -1.3427  0.5194
H  -1.0959  -2.0925  1.8702
H  -1.0099  -2.8163  0.2544
H  1.1030  -1.5688  0.7869
H  1.1603  -0.7508  -1.5386
H  -0.6049  -0.4366  -1.4993
H  0.0497  2.8648  -0.0247
H  1.5460  2.5967  -0.9491
H  -0.0339  2.2722  -1.7043



5.
A 3-piece molecular cluster, C5H9NO overall, computed with ωB97M-V/def2-TZVPD.

The spin multiplicity is 1. For the electronic energy, the calculation gives -8862.0528 eV. The gap between HOMO and LUMO is 8.2 eV. Its molar mass is 99.1 g/mol. Its total charge is 0. The value obtained for the energy relative to the best compared isomer or geometry (same formula, charge and spin) is 165.1 kcal per mole.

Element x y z (Å)
C  -1.4721  -1.2593  0.0357
C  -0.3811  -0.2441  -0.1810
C  -0.6558  1.2624  -0.1927
C  0.6954  1.4768  0.5519
C  0.8554  -0.0375  0.4935
N  1.9372  -0.7118  0.1078
O  3.0525  -0.7207  0.5837
H  -2.2405  -1.1493  -0.7376
H  -1.9532  -1.0937  1.0079
H  -1.0914  -2.2843  0.0078
H  0.3208  -1.0266  -1.3120
H  -0.7336  1.7234  -1.1807
H  -1.5383  1.5356  0.3983
H  0.6020  1.9227  1.5447
H  1.4672  2.0079  -0.0150
H  1.1356  -1.4014  -1.1123



6.
A 2-piece molecular cluster, C5H9NO overall, computed with ωB97M-V/def2-TZVPD.

The spin multiplicity is 1. For the electronic energy, the calculation gives -8862.5673 eV. The gap between HOMO and LUMO (spin up / spin down) is 8.6 / 7.5 eV. Its molar mass is 99.1 g/mol. Its total charge is 0. The value obtained for the energy relative to the best compared isomer or geometry (same formula, charge and spin) is 153.2 kcal per mole.

Element x y z (Å)
C  0.6092  1.9281  -0.7308
C  0.5194  1.1033  0.2792
C  -1.7547  -1.0052  -0.7371
C  -2.0811  -1.9728  0.3103
C  2.6844  0.6310  1.0991
N  -2.1238  -0.5087  -1.7798
O  1.2680  0.6686  1.2722
H  1.4224  2.6420  -0.8758
H  -0.1900  1.9905  -1.4483
H  -1.1973  -2.2547  0.8778
H  -2.5480  -2.8691  -0.1127
H  -2.7851  -1.4885  0.9883
H  3.0473  1.5643  0.6648
H  2.9632  -0.2028  0.4485
H  3.1161  0.4878  2.0901
H  -2.9501  -0.7138  -2.3459



7.
One molecule with the formula C5H9NO, computed with ωB97M-V/def2-TZVPD.

The spin multiplicity is 1. For the electronic energy, the calculation gives -8867.0874 eV. The gap between HOMO and LUMO is 10.6 eV. Its molar mass is 99.1 g/mol. Its total charge is 0. The value obtained for the energy relative to the best compared isomer or geometry (same formula, charge and spin) is 49.0 kcal per mole.

Element x y z (Å)
C  -1.2967  -0.6728  1.0113
C  -1.2226  0.0601  -0.3086
N  -0.7169  1.4312  -0.2788
C  0.0205  0.4311  -1.0394
C  1.4609  0.1266  -0.6536
C  1.6824  -0.4119  0.7411
O  2.0722  -1.5345  0.9619
H  -0.6633  -0.1846  1.7551
H  -2.3210  -0.6458  1.3971
H  -0.9907  -1.7198  0.9222
H  -2.0707  -0.1351  -0.9672
H  -1.2457  2.0493  -0.8862
H  -0.0957  0.4669  -2.1238
H  2.0337  1.0582  -0.7586
H  1.8723  -0.6129  -1.3463
H  1.4814  0.2939  1.5736



8.
A 2-piece molecular cluster, C5H9NO overall at a distorted geometry, computed with ωB97M-V/def2-TZVPD.

The spin multiplicity is 1. For the electronic energy, the calculation gives -8866.4387 eV. The gap between HOMO and LUMO is 8.5 eV. Its molar mass is 99.1 g/mol. Its total charge is 0. The value obtained for the energy relative to the best compared isomer or geometry (same formula, charge and spin) is 64.0 kcal per mole.

Element x y z (Å)
C  1.9913  0.8403  1.3622
C  1.0680  0.2026  0.3082
C  0.9528  0.2647  -1.0754
N  0.0074  -0.7376  -1.4919
C  -0.5706  -1.2425  -0.2825
C  0.1371  -0.6269  0.8180
H  2.5817  1.7350  1.2219
H  1.4830  0.9897  2.3354
H  2.7862  0.0223  1.5310
H  1.0459  0.8578  -2.0116
H  -0.4124  -0.7612  -2.4111
H  -1.5067  -1.8610  -0.5098
H  -0.1755  -0.9163  1.8481
H  -2.4777  0.8497  -0.2834
H  -3.6144  0.2036  -1.1610
O  -3.2963  0.1798  -0.1982



9.
One molecule with the formula C5H9NO at a distorted geometry, computed with ωB97M-V/def2-TZVPD.

The spin multiplicity is 1. For the electronic energy, the calculation gives -8868.1003 eV. The gap between HOMO and LUMO is 11.5 eV. Its molar mass is 99.1 g/mol. Its total charge is 0. The value obtained for the energy relative to the best compared isomer or geometry (same formula, charge and spin) is 25.7 kcal per mole.

Element x y z (Å)
C  -1.2004  0.3894  1.6826
C  -0.7735  -0.1858  0.3311
C  0.4272  0.5451  -0.2884
O  1.3913  0.9571  0.6638
C  1.1829  -0.2906  -1.3510
C  0.3454  -1.1186  -2.2223
N  -0.2991  -1.8106  -2.8890
H  -1.4263  1.4587  1.6153
H  -2.0910  -0.1263  2.0534
H  -0.4274  0.2677  2.4505
H  -1.6096  -0.1159  -0.3747
H  -0.5572  -1.2581  0.4343
H  0.0653  1.4676  -0.7579
H  1.3021  0.4005  1.4466
H  1.8768  -0.9554  -0.8245
H  1.7936  0.3751  -1.9698



10.
One molecule with the formula C5H9NO, computed with ωB97M-V/def2-TZVPD.

The spin multiplicity is 1. For the electronic energy, the calculation gives -8867.0946 eV. The gap between HOMO and LUMO is 10.7 eV. Its molar mass is 99.1 g/mol. Its total charge is 0. The value obtained for the energy relative to the best compared isomer or geometry (same formula, charge and spin) is 48.8 kcal per mole.

Element x y z (Å)
C  -1.5374  -0.0987  1.3194
C  -1.2197  0.0678  -0.1513
N  -0.8011  1.3901  -0.6216
C  0.0732  0.2557  -0.8735
C  1.4813  0.3038  -0.3449
C  1.9975  -1.0650  0.0127
O  1.3586  -2.0791  -0.1352
H  -0.9518  0.5651  1.9610
H  -2.5954  0.1566  1.4691
H  -1.4088  -1.1335  1.6564
H  -1.9295  -0.4810  -0.7735
H  -1.2573  1.6954  -1.4711
H  0.0321  -0.1664  -1.8792
H  1.5774  0.9868  0.5075
H  2.1500  0.7163  -1.1205
H  3.0307  -1.1044  0.4195



11.
One molecule with the formula C5H9NO at a distorted geometry, computed with ωB97M-V/def2-TZVPD.

The spin multiplicity is 1. For the electronic energy, the calculation gives -8867.5469 eV. The gap between HOMO and LUMO is 10.4 eV. Its molar mass is 99.1 g/mol. Its total charge is 0. The value obtained for the energy relative to the best compared isomer or geometry (same formula, charge and spin) is 38.4 kcal per mole.

Element x y z (Å)
C  1.3412  -0.8582  -0.0528
C  0.2115  0.1659  -0.0714
C  0.7120  1.5659  -0.3857
N  -1.0075  -0.2195  -0.8530
C  -1.7479  -0.7182  0.3240
C  -0.7245  0.0455  1.1242
O  -0.8333  0.6546  2.1481
H  2.1253  -0.5527  0.6499
H  1.7843  -0.9208  -1.0524
H  0.9940  -1.8549  0.2425
H  1.2160  1.5593  -1.3590
H  1.4237  1.9106  0.3724
H  -0.1215  2.2720  -0.4349
H  -0.8730  -0.9161  -1.5714
H  -2.7685  -0.3317  0.4143
H  -1.7319  -1.8016  0.5052



12.
One molecule with the formula C5H9NO2 at a distorted geometry, computed with ωB97M-V/def2-TZVPD.

The spin multiplicity is 1. For the electronic energy, the calculation gives -10913.6701 eV. The gap between HOMO and LUMO is 10.3 eV. Its molar mass is 115.1 g/mol. Its total charge is 0. The value obtained for the energy relative to the best compared isomer or geometry (same formula, charge and spin) is 67.0 kcal per mole.

Element x y z (Å)
C  -0.7555  1.3734  1.0209
C  -0.0820  0.1894  0.4126
C  -1.0143  -0.7752  -0.3657
C  1.2141  -0.3727  1.0977
C  1.7816  -0.2624  -1.3407
H  -1.6994  1.0709  1.6796
H  -1.2751  1.9799  0.1937
H  -0.2179  2.0278  1.7126
H  -0.5650  -1.7029  -0.8242
H  -1.6426  -0.9420  0.5499
H  -2.2603  -0.6127  -1.8753
H  1.3106  -1.4472  1.0951
H  1.7049  0.1074  1.8879
H  2.5588  -1.0494  -1.3318
N  1.3224  0.3067  -0.1452
O  -1.7510  0.0114  -1.3427
O  1.3708  0.0974  -2.4243